1.
The following is a DFT calculation (the ωB97M-V functional and the def2-TZVPD basis) of C36H25N10O2S2TeW as an isolated structure.

ORCA input file:
```
! wB97M-V def2-TZVPD RIJCOSX def2/J DEFGRID3
* xyz 1 3
W 0.45 0.43 0.78
C -1.53 -3.26 2.52
C -0.59 -2.24 2.28
N -0.92 -1.09 1.76
C -2.23 -0.84 1.52
C -3.23 -1.80 1.69
C -2.84 -3.06 2.20
C -4.56 -1.47 1.34
C -4.84 -0.22 0.86
C -3.82 0.76 0.72
C -2.53 0.46 1.07
N -1.41 1.30 0.99
C -1.52 2.63 1.41
C -2.59 3.22 2.06
C -2.56 4.59 2.39
C -1.49 5.38 2.09
C -0.36 4.79 1.47
C 0.82 5.50 1.17
C 1.87 4.84 0.60
C 1.77 3.45 0.37
N 0.70 2.76 0.65
C -0.38 3.42 1.17
H -1.19 -4.20 2.93
H 0.45 -2.38 2.52
H -3.57 -3.84 2.33
H -5.35 -2.20 1.46
H -5.85 0.04 0.59
H -4.07 1.73 0.34
H -3.45 2.63 2.32
H -3.42 5.02 2.89
H -1.48 6.43 2.34
H 0.88 6.56 1.39
H 2.78 5.35 0.34
H 2.60 2.90 -0.04
N 4.16 0.75 1.18
C 3.73 0.50 -0.07
N 2.52 0.79 -0.49
C 2.42 0.54 -1.87
C 3.48 -0.06 -2.42
S 4.74 -0.23 -1.25
C 1.27 1.12 -2.58
C 1.15 1.32 -3.91
S -0.27 2.25 -4.22
C -0.59 2.30 -2.52
N 0.27 1.65 -1.80
N -1.70 2.91 -2.01
H 3.46 0.98 1.88
H 5.03 0.37 1.50
H 3.64 -0.35 -3.45
H 1.83 1.04 -4.70
H -2.22 3.53 -2.61
H -1.71 3.12 -1.03
O 1.67 -6.41 -2.76
N 2.12 -5.77 -1.83
O 3.05 -6.13 -1.15
C 1.48 -4.46 -1.52
C 0.41 -4.15 -2.27
C -0.28 -2.94 -2.08
C -1.42 -2.60 -2.79
C -2.05 -1.41 -2.51
C -1.50 -0.57 -1.55
N -0.41 -0.84 -0.87
C 0.18 -2.05 -1.09
C 1.27 -2.37 -0.28
N 1.60 -1.43 0.69
C 2.62 -1.76 1.53
C 3.33 -2.92 1.42
C 3.03 -3.86 0.41
C 1.97 -3.60 -0.45
H 0.09 -4.85 -3.03
H -1.81 -3.28 -3.55
H -2.96 -1.10 -3.02
H -1.98 0.38 -1.33
H 2.84 -1.06 2.32
H 4.12 -3.11 2.13
H 3.61 -4.76 0.32
Te 1.30 0.92 3.10
*
```

Values from the calculation:
⟨S²⟩ ... 2.139
ΔE to the lowest compared entry with this formula, charge and spin ... 0.5087 eV
HOMO-LUMO gap (spin up / spin down) ... 4.327 / 6.488 eV
Energy ... -87518.3934 eV

---

2.
The following is a DFT calculation (the ωB97M-V functional and the def2-TZVPD basis) of a 2-piece molecular cluster, C5H12NO2 overall.

ORCA input file:
```
! wB97M-V def2-TZVPD RIJCOSX def2/J DEFGRID3
* xyz -2 2
C -1.56 1.39 -1.27
O -1.89 1.98 -0.13
C -0.89 -0.20 -1.06
C 0.47 0.05 -0.40
C 1.33 -1.19 -0.05
C 1.52 -2.77 1.64
N 1.20 -1.56 1.37
H -2.29 1.09 -2.06
H -0.80 2.00 -1.80
H -0.80 -0.55 -2.14
H -1.67 -0.86 -0.65
H 0.39 0.73 0.45
H 1.10 0.49 -1.19
H 2.41 -0.93 -0.14
H 1.17 -2.00 -0.79
H 1.67 -3.15 2.67
H 1.53 -3.60 0.94
H -1.45 3.36 1.95
H -0.91 2.50 1.01
O -0.54 3.24 1.65
*
```

Values from the calculation:
⟨S²⟩ ... 0.752
ΔE to the lowest compared entry with this formula, charge and spin ... 2.3021 eV
HOMO-LUMO gap (spin up / spin down) ... 2.959 / 7.190 eV
Energy ... -10959.3255 eV

---

3.
The following is a DFT calculation (the ωB97M-V functional and the def2-TZVPD basis) of a 12-piece molecular cluster, C30H72BrN5O5 overall.

ORCA input file:
```
! wB97M-V def2-TZVPD RIJCOSX def2/J DEFGRID3
* xyz 4 1
C 5.35 -3.92 -0.04
C 5.91 -3.43 1.35
C 7.23 -3.97 1.82
C 8.33 -3.30 2.21
C 8.09 -1.90 2.41
C 6.90 -1.20 2.29
N 5.96 -1.82 1.40
O 5.31 -1.10 0.77
C 6.58 0.12 3.13
C 8.94 -13.39 4.08
C 4.72 -3.55 2.47
H 4.63 -4.68 0.13
H 6.23 -4.35 -0.55
H 4.97 -3.06 -0.54
H 7.27 -5.12 1.51
H -0.92 -7.37 0.62
H 9.14 -3.95 2.58
H -8.57 -11.84 0.15
H 8.50 -1.26 3.18
H 2.42 9.36 3.15
H 5.70 0.83 3.24
H 7.19 0.90 2.63
H 7.42 -0.21 3.93
H 10.81 -10.59 6.77
H 8.96 -12.80 5.11
H 9.87 -13.33 3.43
H 3.84 -2.91 2.27
H 5.31 -3.39 3.42
H 4.39 -4.54 2.54
C -4.20 3.09 0.24
C -3.74 3.39 1.55
C -3.51 2.25 2.48
C -2.31 2.40 3.36
C -1.65 1.05 3.71
C -1.17 0.86 5.08
N 2.43 6.30 1.38
O 1.59 5.66 1.10
C -1.04 -0.59 5.37
C -0.75 2.00 6.03
C -3.14 4.73 1.74
H -7.92 -12.82 6.10
H -4.29 3.95 -0.40
H -5.03 2.35 0.31
H -3.49 1.24 2.07
H -4.03 2.16 3.41
H -2.51 3.05 4.22
H -1.42 2.96 2.95
H -0.62 1.03 3.18
H -2.17 0.13 3.40
H -0.10 -0.78 5.88
H -1.11 -1.22 4.43
H -1.78 -1.03 6.03
H 0.20 2.14 5.51
H -0.53 1.79 7.04
H -1.26 2.96 5.97
H -4.00 5.38 1.50
H -2.38 4.94 1.01
H -2.84 4.94 2.80
C -6.18 -12.42 0.29
C -6.01 -13.02 1.66
C -4.60 -12.75 2.06
O -4.28 -13.03 3.43
C -3.71 -14.30 3.78
N -6.85 -12.26 2.68
H -6.33 -12.33 3.55
H -6.72 -11.27 2.45
H -7.82 -12.62 2.80
H -6.01 -11.35 0.20
H -7.26 -12.65 -0.02
H -5.75 -12.97 -0.55
H -6.41 -14.09 1.73
H -4.51 -11.66 1.89
H -3.87 -13.19 1.32
H -3.69 -15.07 2.96
H -4.25 -14.79 4.56
H -2.67 -14.16 4.10
C -5.66 2.18 -8.46
C -5.20 3.58 -8.06
C -4.04 4.03 -8.92
O -3.67 5.35 -8.56
C -2.32 5.61 -8.41
N -6.37 4.49 -8.22
H -5.88 5.42 -8.33
H -6.90 4.29 -9.17
H -7.02 4.53 -7.47
H -4.97 1.35 -8.29
H -6.07 2.16 -9.47
H -6.51 2.02 -7.73
H -4.90 3.65 -7.03
H -4.38 4.01 -9.94
H -3.25 3.27 -8.85
H -1.72 5.74 -9.29
H -1.84 4.78 -7.88
H -2.15 6.51 -7.84
C 2.70 10.56 -3.21
C 3.87 11.40 -2.83
C 3.95 12.86 -3.15
O 5.11 13.39 -2.59
C 5.83 14.44 -3.24
N 4.00 11.35 -1.25
H 4.04 10.40 -0.89
H 4.80 11.86 -0.96
H 3.14 11.75 -0.84
H 2.97 9.52 -3.08
H 2.58 10.72 -4.32
H 1.78 10.87 -2.73
H 4.82 10.92 -3.18
H 3.06 13.29 -2.70
H 3.88 12.97 -4.24
H 6.44 14.04 -4.04
H 6.59 14.82 -2.51
H 5.14 15.26 -3.48
Br -2.64 1.99 -0.63
*
```

Values from the calculation:
HOMO-LUMO gap ... 0.804 eV
Energy ... -119929.4251 eV